[1]
{
  "formula": "C18H17N2O11RhS8",
  "method": "ωB97M-V/def2-TZVPD",
  "charge": -2,
  "de_lowest_kj_mol": 45.7,
  "lumo_ev": 4.1,
  "elements": ["Rh", "O", "S", "O", "O", "C", "C", "C", "C", "C", "C", "S", "O", "O", "O", "H", "H", "H", "H", "N", "N", "C", "O", "O", "H", "H", "H", "C", "C", "C", "C", "C", "C", "C", "S", "O", "O", "O", "H", "H", "H", "H", "H", "H", "H", "C", "S", "C", "C", "S", "S", "C", "S", "S", "H", "H", "H"],
  "xyz": [[-1.7166, 0.2689, 1.2006], [-3.7538, -0.2094, 0.5841], [-4.0428, -1.4574, 1.3301], [-5.4184, -1.5786, 1.7363], [-3.0644, -1.6632, 2.3913], [-3.7573, -2.8233, 0.1821], [-4.8485, -3.6583, -0.0285], [-4.7471, -4.7818, -0.8347], [-3.5401, -5.0852, -1.4407], [-2.4456, -4.2579, -1.2438], [-2.5333, -3.1288, -0.4388], [-1.0315, -2.1332, -0.3306], [-0.0820, -2.7830, -1.1941], [-1.4614, -0.7745, -0.7377], [-0.6422, -2.1027, 1.0796], [-5.7779, -3.4069, 0.4618], [-5.6133, -5.4156, -0.9821], [-3.4441, -5.9609, -2.0715], [-1.4962, -4.4659, -1.7160], [-0.1222, 0.3149, 2.3746], [-0.6403, -0.0583, 3.6617], [-1.9578, 0.5207, 3.8803], [-2.4468, 0.4650, 4.9816], [-2.4576, 1.1147, 2.8306], [0.5949, -0.3477, 2.0668], [0.3435, 1.2167, 2.4467], [-0.7470, -1.0709, 3.6594], [5.2701, -0.2908, -4.7526], [4.6055, -0.0157, -3.4275], [4.7516, 1.2197, -2.8057], [4.1618, 1.4736, -1.5741], [3.4145, 0.4841, -0.9545], [3.2454, -0.7508, -1.5680], [3.8416, -0.9931, -2.7953], [2.5778, 0.8063, 0.5863], [2.8742, -0.3330, 1.4513], [3.1103, 2.0746, 1.0674], [1.1679, 0.8573, 0.2188], [5.2629, 0.5965, -5.3880], [4.7632, -1.0956, -5.2869], [6.3133, -0.5901, -4.6172], [5.3205, 2.0031, -3.2962], [4.2608, 2.4372, -1.0914], [2.6263, -1.5013, -1.0914], [3.6981, -1.9543, -3.2781], [-1.7789, 4.2110, 3.2055], [-0.0599, 3.6858, 3.0256], [0.2134, 3.8655, 1.2984], [-0.4430, 3.2799, 0.2752], [-1.9251, 2.3504, 0.2615], [0.2436, 3.6141, -1.2986], [1.5221, 4.6556, -0.8214], [2.5610, 5.4049, -1.8727], [1.5741, 4.8635, 0.8770], [-2.0199, 4.0552, 4.2565], [-2.4265, 3.5846, 2.5984], [-1.8771, 5.2643, 2.9487]],
  "forces_ev_per_angstrom": [[-2.0, 0.0, -0.3], [0.1, 0.2, -0.2], [0.1, -0.3, 0.4], [-0.1, 0.1, -0.2], [0.0, 0.1, -0.2], [0.1, 0.0, -0.1], [0.1, 0.1, 0.0], [0.0, 0.0, 0.0], [-0.1, 0.0, 0.0], [0.0, 0.1, 0.1], [-0.1, 0.1, -0.1], [0.3, 0.0, 0.7], [-0.1, 0.1, -0.3], [0.6, 0.1, 0.2], [-0.2, -0.2, -0.1], [0.0, 0.0, 0.0], [0.0, 0.0, 0.0], [0.0, 0.0, 0.0], [0.0, 0.0, 0.0], [0.5, 0.2, -0.2], [-0.1, -0.1, -0.1], [0.2, 0.3, -0.2], [-0.1, 0.0, 0.1], [0.4, -0.4, 0.5], [-0.1, 0.0, 0.0], [-0.1, 0.0, 0.1], [0.1, 0.0, 0.1], [0.0, 0.0, 0.0], [0.0, 0.0, 0.0], [0.0, 0.0, 0.0], [0.0, 0.0, 0.0], [0.0, 0.0, -0.1], [0.0, 0.0, 0.0], [0.0, 0.0, 0.0], [0.3, -0.1, 0.1], [0.0, 0.1, 0.0], [-0.1, 0.0, -0.1], [0.0, 0.2, -0.2], [0.0, 0.0, 0.0], [0.0, 0.0, 0.0], [0.0, 0.0, 0.0], [0.0, 0.0, 0.0], [0.0, 0.0, 0.0], [0.0, 0.0, 0.0], [0.0, 0.0, 0.0], [0.0, 0.0, 0.0], [0.0, 0.0, 0.1], [0.0, 0.0, 0.0], [0.1, -0.1, -0.1], [0.2, -0.2, 0.0], [0.0, 0.0, 0.0], [-0.2, 0.0, 0.0], [0.1, 0.0, -0.1], [0.1, 0.0, 0.1], [0.0, 0.0, 0.0], [0.0, 0.0, 0.0], [0.0, 0.0, 0.0]],
  "lowdin_charge": [0.9651, -0.4089, 0.4918, -0.3088, -0.3218, -0.2012, -0.0678, -0.0912, -0.0905, -0.0662, -0.2032, 0.4882, -0.3076, -0.3987, -0.3465, 0.1004, 0.0944, 0.0949, 0.1012, -0.0866, 0.0646, -0.6945, 0.0627, -0.2002, 0.0820, 0.0498, 0.1233, -0.0724, -0.2947, -0.0531, -0.0521, -0.2530, -0.0414, -0.0490, 0.4247, -0.3458, -0.3643, -0.3761, 0.0685, 0.0663, 0.0714, 0.1048, 0.1001, 0.1130, 0.1047, -0.3845, 0.8452, -0.9790, -1.0476, 0.6763, 0.9227, -1.5095, 0.4345, 0.9066, 0.0369, -0.0132, 0.0353]
}


[2]
{
  "formula": "C18H17N3O3S2",
  "method": "ωB97M-V/def2-TZVPD",
  "smiles": "COc1ccc(-c2nnc(NC(=O)CSc3ccccc3)s2)cc1OC",
  "de_lowest_kj_mol": 183.9,
  "lumo_ev": 0.2,
  "elements": ["C", "O", "C", "C", "C", "C", "C", "N", "N", "C", "N", "C", "O", "C", "S", "C", "C", "C", "C", "C", "C", "S", "C", "C", "O", "C", "H", "H", "H", "H", "H", "H", "H", "H", "H", "H", "H", "H", "H", "H", "H", "H", "H"],
  "xyz": [[-6.3657, -0.6236, 0.1390], [-5.7789, 0.6484, -0.0308], [-4.4369, 0.8318, -0.0260], [-4.0489, 2.1622, -0.1996], [-2.7283, 2.5428, -0.2185], [-1.7366, 1.5765, -0.0550], [-0.3531, 1.9653, -0.0620], [0.0881, 3.1503, -0.3112], [1.3959, 3.2841, -0.2579], [2.0285, 2.1931, 0.0374], [3.3912, 2.1982, 0.1334], [4.3406, 1.2592, 0.4561], [5.5009, 1.5882, 0.5131], [3.8793, -0.1512, 0.7232], [3.4184, -0.9199, -0.8788], [2.2180, -2.1346, -0.4022], [2.1573, -2.6937, 0.8657], [1.1895, -3.6426, 1.1482], [0.2978, -4.0517, 0.1725], [0.3754, -3.5057, -1.0997], [1.3257, -2.5461, -1.3873], [0.9560, 0.8248, 0.2899], [-2.1063, 0.2414, 0.1149], [-3.4346, -0.1506, 0.1296], [-3.8228, -1.4557, 0.2886], [-2.8326, -2.4477, 0.3989], [-6.0841, -1.3089, -0.6625], [-6.1023, -1.0650, 1.1018], [-7.4401, -0.4438, 0.1029], [-4.8364, 2.8890, -0.3194], [-2.4429, 3.5726, -0.3534], [3.7833, 3.1167, -0.0591], [3.0069, -0.1685, 1.3749], [4.7089, -0.7082, 1.1589], [2.8605, -2.4090, 1.6325], [1.1432, -4.0709, 2.1385], [-0.4503, -4.7961, 0.3993], [-0.3085, -3.8277, -1.8713], [1.3899, -2.1080, -2.3715], [-1.3266, -0.4961, 0.2316], [-3.3762, -3.3876, 0.4830], [-2.2132, -2.3079, 1.2907], [-2.1892, -2.4778, -0.4855]],
  "forces_ev_per_angstrom": [[-0.3, -0.4, 0.1], [0.2, 0.2, 0.0], [0.3, 0.2, 0.0], [-0.1, -0.3, 0.0], [0.3, -0.2, 0.1], [-1.0, -0.2, 0.0], [1.2, -0.3, 0.3], [-1.7, 0.0, -0.2], [1.8, 0.3, 0.1], [-1.1, -0.9, 0.1], [0.5, 0.6, -0.2], [-0.1, 0.0, 0.1], [0.2, -0.1, 0.0], [0.0, -0.5, -0.4], [0.1, 0.0, 0.1], [0.3, 0.2, 0.0], [0.0, 0.0, 0.0], [-0.1, -0.1, 0.1], [0.0, 0.0, 0.0], [0.0, -0.1, 0.0], [0.1, 0.1, 0.0], [-0.1, 1.1, -0.3], [0.1, 0.2, 0.0], [-0.2, 0.0, 0.0], [-0.2, 0.4, 0.0], [0.1, -0.1, 0.0], [0.0, 0.0, 0.1], [0.0, 0.0, -0.1], [0.1, 0.0, 0.0], [-0.1, 0.1, 0.0], [0.0, 0.1, 0.0], [0.0, -0.2, 0.1], [0.1, 0.0, 0.1], [-0.1, 0.2, 0.1], [0.1, 0.0, 0.1], [0.0, 0.0, 0.1], [-0.1, -0.1, 0.0], [-0.1, 0.0, -0.1], [-0.1, 0.1, -0.1], [0.0, -0.2, 0.0], [0.1, 0.0, 0.0], [0.0, 0.0, 0.0], [0.0, 0.0, 0.0]],
  "lowdin_charge": [-0.0699, -0.0610, -0.1927, 0.0121, -0.0195, -0.2343, -0.5035, 0.0070, 0.0050, -0.5738, 0.1117, -0.5481, 0.0897, -0.3817, 0.9512, -0.5732, -0.1027, -0.0773, -0.1022, -0.0956, -0.1184, 1.1185, 0.0155, -0.1784, -0.1112, -0.0784, 0.0949, 0.0952, 0.0943, 0.1230, 0.1131, 0.1661, 0.0433, 0.0941, 0.1014, 0.1069, 0.1044, 0.1082, 0.1060, 0.0793, 0.0998, 0.0994, 0.0818]
}


[3]
{
  "formula": "C18H17N5O2S",
  "method": "ωB97M-V/def2-TZVPD",
  "smiles": "COc1ccc(/C=N/NC(=O)c2ccn[nH]2)cc1CSc1ccccn1",
  "de_lowest_kj_mol": 291.6,
  "lumo_ev": 0.3,
  "elements": ["C", "O", "C", "C", "C", "C", "C", "N", "N", "C", "O", "C", "C", "C", "N", "N", "C", "C", "C", "S", "C", "C", "C", "C", "C", "N", "H", "H", "H", "H", "H", "H", "H", "H", "H", "H", "H", "H", "H", "H", "H", "H", "H"],
  "xyz": [[3.3289, 2.4002, 0.3863], [2.9564, 1.1102, -0.0279], [1.6418, 0.7798, -0.0655], [0.5976, 1.6354, 0.2770], [-0.7100, 1.2023, 0.2131], [-1.0096, -0.0987, -0.1912], [-2.3755, -0.5606, -0.2567], [-3.3481, 0.1994, 0.0464], [-4.6017, -0.2723, -0.0155], [-5.6833, 0.5537, 0.2014], [-5.5839, 1.7355, 0.4267], [-6.9763, -0.1494, 0.1271], [-8.2237, 0.3660, -0.1811], [-9.0952, -0.7262, -0.0984], [-8.4483, -1.8229, 0.2459], [-7.1750, -1.4745, 0.3662], [0.0405, -0.9532, -0.5322], [1.3550, -0.5334, -0.4843], [2.4744, -1.4491, -0.8445], [3.4644, -1.8856, 0.6382], [4.9794, -1.0636, 0.2985], [5.9188, -0.9439, 1.3241], [7.1018, -0.2926, 1.0439], [7.3111, 0.2124, -0.2355], [6.3167, 0.0252, -1.1786], [5.1811, -0.6003, -0.9222], [3.0115, 2.5994, 1.4147], [4.4171, 2.4198, 0.3354], [2.9217, 3.1690, -0.2778], [0.8010, 2.6450, 0.5968], [-1.5227, 1.8597, 0.4760], [-2.5363, -1.6000, -0.5800], [-4.7490, -1.2346, -0.3336], [-8.4511, 1.3797, -0.4342], [-10.1521, -0.7531, -0.2701], [-6.5100, -2.1536, 0.7028], [-0.1749, -1.9654, -0.8453], [3.1992, -0.9739, -1.5078], [2.1066, -2.3825, -1.2664], [5.7041, -1.3503, 2.2996], [7.8535, -0.1726, 1.8107], [8.2214, 0.7321, -0.4888], [6.4229, 0.3873, -2.1933]],
  "forces_ev_per_angstrom": [[0.1, 0.3, 0.1], [-0.4, -0.3, -0.2], [-0.2, -0.2, -0.1], [0.3, 0.1, 0.0], [-0.1, -0.4, -0.1], [0.7, 0.4, 0.1], [-0.9, -0.4, -0.1], [0.6, 0.5, 0.1], [-0.3, -1.0, -0.2], [0.4, 0.2, 0.0], [-0.2, -0.1, -0.1], [-0.7, 0.2, -0.1], [0.5, -0.1, 0.1], [0.3, 0.1, 0.0], [-0.3, -0.8, 0.1], [0.3, 0.3, 0.0], [-0.1, 0.3, 0.1], [0.1, 0.2, 0.1], [0.3, -0.1, 0.4], [-0.3, -0.2, 0.0], [0.0, 0.0, -0.1], [0.0, 0.0, -0.1], [0.0, 0.0, -0.1], [0.0, 0.0, 0.0], [0.4, 0.2, 0.0], [-0.1, -0.1, 0.0], [0.0, 0.0, 0.0], [-0.1, 0.0, 0.0], [0.0, 0.0, 0.0], [0.0, 0.1, 0.0], [-0.1, 0.1, 0.0], [0.0, 0.1, 0.0], [0.0, 0.5, 0.0], [0.0, 0.2, 0.0], [-0.2, -0.1, 0.0], [-0.2, 0.1, 0.0], [0.0, -0.1, 0.0], [-0.1, -0.1, -0.1], [0.0, 0.1, -0.1], [0.0, 0.0, 0.1], [0.0, 0.0, 0.1], [0.1, 0.0, 0.0], [0.1, 0.1, 0.0]],
  "lowdin_charge": [-0.0653, -0.1070, -0.2300, 0.0017, -0.0130, -0.2150, -0.1010, 0.0656, 0.0281, -0.4236, 0.0991, -0.1797, -0.0010, -0.1519, 0.0288, 0.0081, 0.0078, -0.2225, -0.3742, 0.9853, -0.6130, -0.0945, -0.0742, -0.0750, -0.1416, 0.0396, 0.1008, 0.0927, 0.0993, 0.1057, 0.1152, 0.1255, 0.1419, 0.1072, 0.0988, 0.1535, 0.1172, 0.0700, 0.0783, 0.1006, 0.1063, 0.0969, 0.1083]
}


Number 1: Kohn-Sham gap 7.20 eV, maximum force 1.985 eV Å⁻¹. Number 2: Kohn-Sham gap 8.04 eV, maximum force 1.871 eV Å⁻¹. Number 3: Kohn-Sham gap 8.26 eV, maximum force 1.108 eV Å⁻¹.